This record from the Open Molecules 2025 dataset describes 2 unconnected molecules or ions with the total composition C8H15N3O. The level of theory is the ωB97M-V functional and the def2-TZVPD basis.

Results
Kohn-Sham gap (spin up / spin down) in eV: 8.0 / 8.0
Energy above the lowest of the compared OMol25 structures with the same formula, charge and spin in kJ/mol: 289.7
Charge: 0

```
27
Properties=species:S:1:pos:R:3:mulliken_charge:R:1
C 4.19 0.67 0.07 0.043
C 2.11 0.18 0.12 -0.123
C -2.67 0.01 -0.15 -1.861
C -0.72 1.17 -1.22 -1.690
C -1.15 1.48 1.22 -1.909
C 3.63 -1.71 -0.53 -0.883
C -0.42 -0.73 0.34 -0.560
C -1.22 0.50 0.05 2.167
N 3.55 1.73 0.44 -0.886
N 2.23 1.43 0.47 -0.044
N 3.33 -0.37 -0.15 0.119
O -0.31 -1.26 1.56 -0.440
H 5.25 0.59 -0.04 0.397
H -3.01 -0.56 0.71 0.375
H -2.74 -0.62 -1.04 0.421
H -3.33 0.87 -0.28 0.442
H -1.34 2.04 -1.45 0.449
H -0.76 0.49 -2.07 0.395
H 0.30 1.50 -1.08 0.342
H -0.11 1.77 1.39 0.328
H -1.71 2.38 0.98 0.462
H -1.58 1.06 2.13 0.563
H 4.58 -1.73 -1.06 0.337
H 3.70 -2.36 0.35 0.274
H 2.84 -2.09 -1.19 0.298
H -0.29 -1.46 -0.44 0.578
H -0.40 -0.56 2.23 0.407
```

***

This record from the Open Molecules 2025 dataset describes a molecular structure, C8H15N3P. The level of theory is the ωB97M-V functional and the def2-TZVPD basis.

Results
Kohn-Sham gap (spin up / spin down) in eV: 8.4 / 8.4
Energy above the lowest of the compared OMol25 structures with the same formula, charge and spin in kJ/mol: 350.0
Charge: +1

```
27
Properties=species:S:1:pos:R:3:mulliken_charge:R:1
C -2.10 -0.42 1.66 0.029
C -2.32 1.17 -0.76 0.148
C 1.12 2.85 -0.57 -1.179
C 1.74 -0.46 1.82 -1.202
C -0.45 -2.71 -1.71 -1.052
C 0.82 1.23 -0.79 -0.836
C 0.87 0.71 1.58 -0.327
C -1.63 -2.24 -1.05 -0.509
N -2.73 -0.74 2.54 -0.211
N -2.95 2.08 -1.08 -0.278
N 0.13 0.69 0.32 0.206
P -1.32 -0.09 0.08 0.587
H 1.26 3.20 -1.57 0.374
H 0.15 3.21 -0.09 0.286
H 1.97 3.01 -0.01 0.510
H 1.39 -1.37 2.44 0.296
H 2.16 -0.86 0.97 0.370
H 2.60 -0.15 2.44 0.379
H -0.74 -3.56 -2.28 0.420
H -0.21 -2.14 -2.56 0.358
H 0.43 -2.95 -0.98 0.281
H 0.52 0.99 -1.77 0.571
H 1.92 0.78 -0.92 0.277
H 0.20 0.69 2.48 0.377
H 1.55 1.60 1.45 0.200
H -1.98 -2.72 -0.04 0.422
H -2.38 -1.81 -1.60 0.505
```

***

This record from the Open Molecules 2025 dataset describes a gas-phase ion, C8H15N4O2 (charge +1). The level of theory is the ωB97M-V functional and the def2-TZVPD basis.

Results
SMILES: CC1=N[N+](C(C)C)=C(N)OC(=O)N1C
Kohn-Sham gap in eV: 10.4
Energy above the lowest of the compared OMol25 structures with the same formula, charge and spin in kJ/mol: 38.3
Charge: +1

```
29
Properties=species:S:1:pos:R:3:mulliken_charge:R:1
C -1.67 2.26 0.62 -1.294
C -1.28 1.01 -0.07 0.604
N -0.06 0.69 -0.09 -0.618
N 0.44 -0.43 -0.70 0.569
C 1.67 -0.93 -0.03 -0.017
C 1.39 -1.08 1.46 -1.555
C 2.81 0.04 -0.29 -1.210
C 0.19 -0.73 -1.96 0.489
N 0.93 -1.49 -2.75 -0.287
O -0.96 -0.26 -2.43 -0.377
C -1.94 -0.74 -1.50 0.750
O -2.41 -1.82 -1.64 -0.509
N -2.28 0.21 -0.59 0.100
C -3.60 0.16 0.01 -1.014
H -2.27 2.89 -0.04 0.361
H -0.77 2.80 0.92 0.359
H -2.26 2.05 1.51 0.342
H 1.87 -1.92 -0.44 0.423
H 1.08 -0.12 1.89 0.359
H 0.61 -1.82 1.65 0.381
H 2.30 -1.40 1.96 0.449
H 2.93 0.24 -1.35 0.354
H 3.74 -0.38 0.09 0.435
H 2.62 0.98 0.22 0.334
H 1.84 -1.83 -2.48 0.197
H 0.60 -1.69 -3.68 0.299
H -4.15 1.07 -0.22 0.338
H -4.13 -0.69 -0.41 0.373
H -3.53 0.02 1.09 0.367
```

***

This record from the Open Molecules 2025 dataset describes a single C8H15PS molecule. The level of theory is the ωB97M-V functional and the def2-TZVPD basis.

Results
SMILES: C=C(C)/C=C(/C)SPCC
Kohn-Sham gap in eV: 8.9
Energy above the lowest of the compared OMol25 structures with the same formula, charge and spin in kJ/mol: 237.1
Charge: 0

```
25
Properties=species:S:1:pos:R:3:mulliken_charge:R:1
C 0.39 0.45 2.39 -0.820
C 1.34 0.45 1.43 0.901
C 2.62 -0.20 1.72 -1.444
C 1.37 1.12 0.08 -0.444
C 0.48 1.47 -0.79 0.388
C 0.79 2.22 -2.03 -1.020
S -1.24 1.02 -0.66 -0.240
P -0.67 -0.99 -1.40 0.025
C -1.95 -1.85 -0.23 -0.476
C -3.23 -1.57 -0.91 -0.990
H 0.57 -0.05 3.35 0.298
H -0.65 0.69 2.05 0.230
H 3.44 0.26 1.27 0.368
H 2.73 -1.26 1.33 0.289
H 2.85 -0.56 2.77 0.349
H 2.42 1.33 -0.12 0.162
H 0.20 3.22 -2.07 0.267
H 0.65 1.49 -2.88 0.218
H 1.83 2.63 -2.12 0.337
H 0.34 -1.03 -0.39 0.047
H -1.73 -2.85 -0.26 0.483
H -1.87 -1.53 0.90 0.186
H -3.45 -0.49 -0.70 0.284
H -3.16 -1.66 -2.03 0.301
H -4.05 -2.33 -0.70 0.303
```

***

This record from the Open Molecules 2025 dataset describes 2 unconnected molecules or ions with the total composition C8H16. The level of theory is the ωB97M-V functional and the def2-TZVPD basis.

Results
Kohn-Sham gap in eV: 4.4
Energy above the lowest of the compared OMol25 structures with the same formula, charge and spin in kJ/mol: 878.6
Charge: 0

```
24
Properties=species:S:1:pos:R:3:mulliken_charge:R:1
C -0.77 -1.52 3.34 -1.054
C -1.44 -1.77 1.96 0.308
C -1.91 -0.55 1.27 -1.081
C 0.44 0.22 -0.36 -0.629
C 0.45 1.43 -1.27 0.022
C 1.27 0.23 -1.65 0.142
C 0.78 -0.43 -2.86 -1.164
C 1.44 2.52 -0.86 -1.349
H -1.06 -2.08 4.23 0.347
H -0.67 -0.44 3.41 0.266
H 0.29 -1.78 3.23 0.289
H -0.58 -1.51 1.27 0.033
H -1.87 -2.76 1.84 0.418
H -2.94 -0.66 0.87 0.312
H -1.89 0.40 1.82 0.294
H -0.47 -0.38 -0.55 0.009
H 0.48 0.50 0.68 0.447
H -0.43 1.54 -1.90 0.463
H -0.09 -1.11 -2.73 0.294
H 1.55 -0.86 -3.50 0.351
H 0.29 0.28 -3.56 0.284
H 1.07 3.52 -0.59 0.360
H 2.09 2.09 -0.12 0.354
H 2.12 2.60 -1.73 0.286
```

***

This record from the Open Molecules 2025 dataset describes 2 unconnected molecules or ions with the total composition C8H16. The level of theory is the ωB97M-V functional and the def2-TZVPD basis.

Results
Kohn-Sham gap in eV: 10.4
Energy above the lowest of the compared OMol25 structures with the same formula, charge and spin in kJ/mol: 679.8
Charge: 0

```
24
Properties=species:S:1:pos:R:3:mulliken_charge:R:1
C 1.17 -1.54 -0.70 -1.195
C 1.24 0.02 -0.36 0.192
C 2.07 0.12 1.02 -0.915
C -0.11 0.89 -0.21 0.091
C -0.11 2.09 -0.60 -0.709
C -1.32 0.26 0.22 0.586
C -1.68 -0.73 -0.95 -1.604
C -1.46 -0.49 1.43 -1.031
H 0.41 -2.02 -0.02 0.315
H 2.09 -2.00 -0.19 0.399
H 1.38 -1.80 -2.11 0.187
H 2.21 0.51 -0.87 0.291
H 1.47 0.02 2.10 0.190
H 3.01 -0.64 0.59 0.309
H 2.64 1.26 0.99 0.251
H -0.90 2.82 -0.46 0.356
H 0.94 2.72 -0.84 0.166
H -2.36 0.98 0.35 0.199
H -0.91 -1.53 -0.98 0.378
H -1.57 -0.19 -1.84 0.384
H -2.57 -1.30 -0.90 0.455
H -0.79 -1.60 1.14 0.060
H -1.37 -0.07 2.51 0.251
H -2.53 -0.94 1.43 0.393
```